# 1
{"formula": "C4H8N2O", "method": "ωB97M-V/def2-TZVPD", "total_charge": 0, "gap_ev": 9.6, "smiles": "N#C[C@@H](N)CCO", "total_energy_ha": -341.88657, "relative_energy_ev": 3.186, "symbols": ["C", "H", "H", "C", "H", "N", "C", "H", "C", "N", "O", "H", "H", "H", "H"], "coordinates": [[-0.03231, -0.62121, 1.59547], [-1.98217, 0.69837, 0.30890], [-1.03367, -1.07390, -1.16723], [-0.41157, -0.22256, -0.87609], [-0.36013, 2.10709, 0.76757], [1.43069, -1.71517, -0.05238], [-1.29709, 0.97068, -0.50834], [1.69760, -2.21017, 0.79237], [0.57471, -0.58395, 0.21472], [0.24266, 0.25774, 2.30277], [-0.55229, 2.12882, -0.17926], [1.14620, 0.34547, 0.40348], [-1.91278, 1.22726, -1.37538], [2.27200, -1.36368, -0.49688], [0.21813, 0.05522, -1.72970]], "atomic_forces_ev_per_a": [[0.86, 1.54, 0.36], [0.13, 0.04, -0.12], [0.06, 0.00, 0.07], [-0.04, -0.09, -0.13], [-0.02, 0.04, -0.15], [0.03, -0.34, -0.29], [-0.19, -0.26, -0.16], [-0.01, 0.20, -0.17], [0.49, 0.75, -0.53], [-1.50, -0.88, 1.87], [0.09, 0.02, 0.24], [0.25, -0.65, -1.08], [0.05, -0.02, 0.11], [0.00, -0.29, 0.06], [-0.20, -0.07, -0.06]], "mulliken_charge": [-0.176, 0.321, 0.301, -0.470, 0.341, -0.672, -0.602, 0.280, 0.528, -0.371, -0.543, 0.154, 0.388, 0.268, 0.252]}


# 2
{"formula": "C7H39NO12", "method": "ωB97M-V/def2-TZVPD", "total_charge": 0, "gap_ev": 8.0, "total_energy_ha": -1247.60494, "relative_energy_ev": 5.233, "symbols": ["H", "C", "O", "H", "H", "H", "H", "O", "H", "O", "H", "O", "H", "H", "H", "O", "H", "H", "H", "O", "H", "H", "C", "H", "H", "H", "C", "H", "H", "C", "H", "H", "H", "O", "H", "O", "H", "O", "C", "O", "H", "H", "H", "H", "N", "H", "H", "H", "C", "H", "H", "H", "O", "O", "H", "H", "C", "H", "H"], "coordinates": [[-3.32468, 1.53013, -0.22039], [2.64998, 0.45414, -1.27189], [4.86959, -1.71044, 0.55144], [3.05835, 0.99954, -2.08677], [-2.23556, 0.45552, 0.11827], [-0.78418, 2.94765, -1.70528], [-1.19071, 0.95396, 1.78646], [-1.75125, 3.68881, 1.79082], [-3.02384, -3.08408, -3.09489], [-3.01298, -3.71847, -2.36273], [3.00002, -1.30319, 2.64202], [-0.63532, 1.27645, 1.03711], [-0.41517, -1.24165, -1.94775], [1.85572, 2.93184, -0.71984], [-5.00892, 2.70619, 0.24805], [-1.67029, -2.55174, 2.94446], [-0.11993, 4.80279, -0.87903], [-1.08944, -0.62478, 3.70229], [-2.89223, 0.11308, -2.13531], [-1.62389, 0.05144, 3.26236], [5.78617, -1.93790, 0.75174], [1.49605, -4.09930, 2.49105], [1.18509, 0.14832, -1.64250], [-4.00298, -0.67793, -2.58971], [-0.36149, 4.48764, 0.78099], [2.56160, 0.88120, -0.30639], [0.41514, 4.50212, 0.01015], [-0.40234, 0.97901, -2.73237], [1.88131, -2.39048, -0.63106], [-0.14618, 2.27528, -1.13042], [-0.92578, 1.98618, -0.45436], [-3.01612, -3.04778, -1.66083], [-0.84237, -3.03528, 3.12120], [-4.08735, 2.42413, 0.23910], [1.24876, -2.58531, 2.14110], [1.11066, -3.27726, 2.80998], [4.65014, -1.88190, -0.39979], [-3.08391, -0.53171, -2.85900], [0.89258, 3.03182, -0.24142], [-2.72758, 0.86926, -0.60798], [1.14877, 5.23103, 0.32104], [0.19995, 0.79807, 0.97638], [-2.26180, 0.20540, 3.97010], [-1.18752, 2.91359, 1.58965], [1.20383, -2.28111, -1.35880], [-1.91979, 4.04430, 0.91126], [1.04450, 1.97098, -2.93910], [-3.68098, 2.69431, 1.07309], [0.56476, -1.03543, -1.56506], [-1.42616, -1.92525, 2.25859], [3.56145, -1.83142, -2.15301], [0.98208, 2.58298, 0.75519], [4.48662, -2.04875, -1.98014], [2.65308, -1.40104, 1.75045], [2.99851, -0.53611, -0.95560], [0.91003, -3.04294, -1.94721], [0.47618, 1.36236, -2.17329], [3.50264, -1.38709, 1.19735], [5.07045, -1.61646, -2.62464]], "atomic_forces_ev_per_a": [[0.10, -0.79, -0.62], [-2.94, -3.11, 0.84], [0.33, 0.01, -0.10], [1.05, 0.36, -0.17], [-0.08, 0.12, -0.68], [0.57, 0.95, -0.45], [1.18, -0.42, -0.05], [-0.91, -0.72, 0.17], [0.06, -0.38, -0.34], [-0.02, 1.03, 0.07], [-0.16, -0.07, 0.12], [-1.22, -1.14, 2.80], [-0.68, 0.75, -0.13], [0.42, 0.59, -0.11], [0.07, -0.09, 0.01], [0.37, -0.40, 0.33], [0.24, 0.60, -0.47], [0.14, -0.21, -0.46], [0.65, -0.17, -0.13], [-0.09, 0.37, 0.99], [-0.39, 0.00, -0.28], [0.00, 0.27, -0.19], [0.41, 1.02, -0.37], [0.01, -0.35, -0.54], [1.02, 0.29, -0.22], [0.56, 1.47, 0.66], [-0.42, -1.06, -0.15], [0.37, 0.14, -0.04], [-0.03, -0.43, 0.08], [0.56, 2.40, -0.27], [0.42, -1.16, -1.19], [0.05, -0.53, 0.27], [-0.12, -0.04, -0.24], [-2.26, 2.82, 1.57], [0.60, -0.38, 0.02], [-0.66, -0.16, 0.40], [0.96, 0.01, 0.28], [-0.66, 0.22, 0.58], [-0.70, 0.92, -0.22], [1.52, -2.38, -0.66], [0.42, 0.07, -0.13], [-0.19, -0.23, 0.30], [-0.31, 0.32, -0.35], [-0.03, 0.24, 0.15], [0.24, 0.60, 0.30], [-0.20, 0.08, 0.10], [-0.10, -0.72, 1.04], [0.04, 0.35, 0.23], [1.31, -0.66, -0.99], [-0.18, -0.11, -0.19], [-0.01, 0.06, -0.47], [0.27, -0.01, -0.45], [0.39, -0.41, -0.50], [0.61, 0.59, -0.76], [1.01, 0.48, -0.77], [0.11, -0.08, 0.53], [-2.09, -0.69, -0.40], [-0.98, -0.16, 0.97], [-0.60, -0.07, 0.27]], "mulliken_charge": [0.542, 0.233, -0.677, 0.464, 0.123, 0.548, 0.578, -0.805, 0.329, -0.650, 0.254, -0.727, 0.509, 0.567, 0.271, -0.681, 0.371, 0.304, 0.366, -0.507, 0.285, 0.291, 0.384, 0.303, 0.409, 0.148, -1.587, 0.378, 0.158, 0.473, -0.100, 0.317, 0.416, -0.531, 0.387, -0.694, 0.377, -0.674, -0.364, -0.797, 0.389, -0.089, 0.205, 0.395, -0.376, 0.348, 0.449, 0.332, 0.055, 0.263, 0.358, 0.263, -0.705, -0.505, -1.433, 0.204, -1.837, 0.369, 0.325]}